This record from OMol25 describes a cluster of 2 separate species, C4H13N2 in total at a distorted geometry. The level of theory is ωB97M-V/def2-TZVPD.

```
19
C4H13N2 ωB97M-V/def2-TZVPD
C -2.587 -0.203 0.300
N -1.801 -0.362 1.486
C -1.697 0.325 -0.949
N -0.431 0.695 -0.495
C 2.787 0.514 0.310
C 2.318 -0.778 -0.416
H -3.292 0.638 0.332
H -3.167 -1.116 0.131
H -2.014 -1.183 2.041
H -0.845 -0.169 1.257
H -2.103 1.196 -1.457
H -1.560 -0.548 -1.628
H 3.357 1.207 -0.306
H -0.389 1.719 -0.593
H 3.264 0.250 1.247
H 1.844 0.975 0.627
H 3.034 -1.574 -0.604
H 1.863 -0.413 -1.351
H 1.421 -1.175 0.067
```

Calculated values
* total energy: -269.257338 Eh
* maximum force: 0.0670 Eh/bohr
* net charge: +1
* lowest unoccupied orbital energy: -8.79 eV